Model w:
C23H30KN3O3S2Sb2 | ωB97M-V/def2-TZVPD

Geometry as XYZ:
```
64
C23H30KN3O3S2Sb2 (ωB97M-V/def2-TZVPD)
K 0.16 -0.47 2.07
C -1.82 3.84 1.09
Sb -0.31 2.59 0.22
C -1.19 2.54 -1.72
C 1.02 4.25 -0.22
C 1.96 4.02 -1.36
C 1.67 4.59 -2.60
C 2.51 4.45 -3.69
C 3.69 3.74 -3.55
C 4.00 3.16 -2.33
C 3.14 3.27 -1.23
C 3.49 2.54 0.02
Sb 2.95 0.41 0.00
C 4.81 -0.21 -0.86
C 1.90 0.30 -1.86
H -1.99 4.69 0.42
H -1.52 4.21 2.07
H -2.75 3.28 1.19
H -1.56 3.53 -1.96
H -2.01 1.82 -1.73
H -0.45 2.23 -2.46
H 1.56 4.49 0.70
H 0.37 5.09 -0.45
H 0.75 5.16 -2.70
H 2.24 4.90 -4.64
H 4.37 3.64 -4.39
H 4.92 2.61 -2.22
H 3.03 2.98 0.91
H 4.57 2.52 0.18
H 4.95 0.30 -1.81
H 4.78 -1.29 -1.04
H 5.65 0.01 -0.20
H 2.22 1.12 -2.51
H 0.82 0.30 -1.75
H 2.19 -0.64 -2.32
O -2.98 -0.39 -0.70
S -1.94 -1.21 -1.29
O -1.42 -0.76 -2.56
N -0.76 -1.48 -0.24
C -0.75 -2.75 0.20
O -0.03 -3.17 1.12
C -1.75 -3.62 -0.51
C -1.97 -4.98 -0.36
C -2.97 -5.57 -1.13
C -3.73 -4.81 -2.01
C -3.51 -3.45 -2.16
C -2.51 -2.89 -1.40
H -1.37 -5.56 0.32
H -3.16 -6.63 -1.04
H -4.51 -5.29 -2.59
H -4.10 -2.85 -2.85
C -2.93 -1.38 5.11
N -2.03 -2.40 4.61
C -2.42 -3.60 4.01
C -1.30 -4.26 3.67
N -0.24 -3.47 4.07
C -0.68 -2.32 4.63
S 0.27 -1.06 5.22
H -3.76 -1.86 5.62
H -3.31 -0.77 4.29
H -2.38 -0.75 5.80
H -3.46 -3.85 3.88
H -1.17 -5.19 3.16
H 0.73 -3.64 3.88
```

The lowest unoccupied orbital energy comes out at 0.15 eV. Its HOMO energy is -0.2942 hartree. The value obtained for the orbital gap is 8.157 eV. The spin multiplicity is 1.

Results of the Löwdin charge analysis, in e, for atoms 1 through 2: K 0.43; C -0.34



Model x:
C23H30KN3O3S2Sb2 | ωB97M-V/def2-TZVPD

Geometry as XYZ:
```
64
C23H30KN3O3S2Sb2 (ωB97M-V/def2-TZVPD)
K -1.81 -1.20 -0.08
C -0.07 2.16 4.05
Sb -0.55 0.38 3.00
C -2.53 0.10 3.78
C 0.37 -0.99 4.39
C 1.84 -0.75 4.54
C 2.29 0.08 5.55
C 3.64 0.37 5.71
C 4.56 -0.19 4.85
C 4.13 -1.03 3.84
C 2.77 -1.33 3.66
C 2.38 -2.21 2.53
Sb 2.00 -1.23 0.60
C 3.87 -1.88 -0.24
C 2.66 0.76 1.03
H -0.47 2.13 5.06
H -0.47 3.03 3.53
H 1.02 2.26 4.10
H -2.50 0.22 4.87
H -2.90 -0.90 3.56
H -3.22 0.84 3.37
H 0.13 -1.99 4.05
H -0.14 -0.83 5.35
H 1.57 0.52 6.24
H 3.96 1.02 6.51
H 5.62 0.02 4.96
H 4.85 -1.48 3.17
H 1.48 -2.79 2.74
H 3.18 -2.91 2.30
H 4.70 -1.62 0.42
H 4.02 -1.41 -1.21
H 3.84 -2.96 -0.36
H 3.29 0.79 1.92
H 1.81 1.43 1.15
H 3.23 1.09 0.17
O -2.88 -1.96 -2.28
S -2.47 -0.77 -3.01
O -3.53 0.11 -3.40
N -1.27 -0.03 -2.23
C -0.08 -0.19 -2.86
O 1.01 0.16 -2.43
C -0.23 -0.91 -4.19
C 0.75 -1.21 -5.12
C 0.37 -1.88 -6.27
C -0.96 -2.24 -6.49
C -1.94 -1.95 -5.55
C -1.53 -1.28 -4.41
H 1.78 -0.91 -4.95
H 1.10 -2.12 -7.03
H -1.23 -2.76 -7.40
H -2.98 -2.21 -5.70
C 0.09 -3.69 -1.75
N 0.75 -4.44 -0.71
C 1.94 -5.13 -0.88
C 2.25 -5.71 0.30
N 1.26 -5.35 1.18
C 0.33 -4.56 0.57
S -1.04 -3.94 1.33
H 0.17 -4.23 -2.69
H 0.55 -2.70 -1.85
H -0.96 -3.59 -1.49
H 2.44 -5.15 -1.83
H 3.07 -6.35 0.58
H 1.17 -5.60 2.15
```

The lowest unoccupied orbital energy comes out at 0.26 eV. Its HOMO energy is -0.2910 hartree. The value obtained for the orbital gap is 8.174 eV. The spin multiplicity is 1.

Results of the Löwdin charge analysis, in e, for atoms 1 through 2: K 0.52; C -0.33



Which is most stable? The ranking, best first, is model w, model x.



Model w:
C6H12O | ωB97M-V/def2-TZVPD

Geometry as XYZ:
```
19
C6H12O (ωB97M-V/def2-TZVPD)
C 0.53 1.13 1.08
C 0.18 2.40 0.74
C -0.46 -0.18 -0.87
C 0.51 0.06 0.12
C 1.74 -0.80 0.09
C -0.68 -1.39 -1.69
H 0.81 0.88 2.10
H -0.33 2.48 -0.21
H 0.54 3.31 1.22
H -1.21 0.59 -0.97
H 2.55 -0.15 -0.29
H 2.09 -1.01 1.10
H 1.70 -1.72 -0.49
H -1.08 -2.16 -1.02
H -1.33 -1.18 -2.52
H 0.24 -1.84 -2.05
H -2.50 -0.20 0.69
H -1.20 0.07 1.41
O -2.09 -0.30 1.56
```

The total charge is +1. The lowest unoccupied orbital energy (alpha / beta) comes out at -5.20 / -7.89 eV. Its HOMO energy (alpha / beta) is -0.5377 / -0.5649 hartree. Its expectation value of S² is 0.77. The value obtained for the orbital gap (alpha / beta) is 9.426 / 7.487 eV. The spin multiplicity is 2.

Results of the Löwdin charge analysis, in e, for atoms 1 through 2: C -0.11; C 0.19



Model x:
C6H12O | ωB97M-V/def2-TZVPD

Geometry as XYZ:
```
19
C6H12O (ωB97M-V/def2-TZVPD)
C -1.26 -0.54 1.02
O -1.85 -1.47 0.18
C -0.97 0.82 0.38
C -0.52 0.76 -1.10
C 0.80 -0.05 -1.19
C 2.50 0.05 0.80
C 1.81 0.56 -0.29
H -0.24 -0.93 1.22
H -1.72 -0.44 2.00
H -2.81 -1.51 0.21
H -0.07 1.28 0.80
H -1.77 1.52 0.71
H -0.17 1.74 -1.39
H -1.23 0.28 -1.77
H 1.13 -0.26 -2.21
H 0.49 -1.04 -0.79
H 1.98 -0.83 1.21
H 3.31 0.52 1.34
H 1.70 1.63 -0.42
```

The total charge is +1. The lowest unoccupied orbital energy (alpha / beta) comes out at -5.50 / -8.78 eV. Its HOMO energy (alpha / beta) is -0.5173 / -0.5168 hartree. Its expectation value of S² is 0.75. The value obtained for the orbital gap (alpha / beta) is 8.575 / 5.278 eV. The spin multiplicity is 2.

Results of the Löwdin charge analysis, in e, for atoms 1 through 2: C -0.27; O -0.03



Model y:
C6H12O | ωB97M-V/def2-TZVPD

Geometry as XYZ:
```
19
C6H12O (ωB97M-V/def2-TZVPD)
C 0.40 0.06 -2.00
O 1.04 -1.01 -1.34
C -0.78 0.63 -1.28
C -0.48 1.03 0.22
C 0.00 -0.01 1.18
C 1.38 -0.02 1.38
C -0.90 -1.08 1.66
H 0.02 -0.36 -2.94
H 1.09 0.86 -2.30
H 1.84 -0.69 -0.94
H -1.41 1.37 -1.75
H -1.40 -0.24 -1.03
H 0.17 1.92 0.23
H -1.40 1.44 0.67
H 1.87 0.94 1.49
H 2.00 -0.90 1.50
H -1.48 -0.76 2.53
H -0.29 -1.96 1.81
H -1.69 -1.19 0.92
```

The total charge is +1. The lowest unoccupied orbital energy (alpha / beta) comes out at -5.05 / -7.76 eV. Its HOMO energy (alpha / beta) is -0.5392 / -0.5499 hartree. Its expectation value of S² is 0.75. The value obtained for the orbital gap (alpha / beta) is 9.626 / 7.201 eV. The spin multiplicity is 2.

Results of the Löwdin charge analysis, in e, for atoms 1 through 2: C -0.25; O -0.01



Which is most stable? The ranking, best first, is model y, model w, model x.



Model w:
C8H16N2 | ωB97M-V/def2-TZVPD

Geometry as XYZ:
```
26
C8H16N2 (ωB97M-V/def2-TZVPD)
C -0.66 -0.78 -2.06
C 0.09 -0.16 -0.89
C 1.23 -0.98 -0.38
C 2.56 -0.82 -0.61
N 3.18 -1.87 0.04
C 2.20 -2.60 0.63
N 1.03 -2.10 0.40
H -1.00 -1.79 -1.82
H 0.01 -0.87 -2.92
H -1.50 -0.17 -2.37
H 0.53 0.78 -1.23
H -0.55 0.17 -0.07
H 3.14 -0.19 -1.26
H 4.17 -2.00 0.08
H 2.43 -3.45 1.26
C -2.11 2.28 2.10
C -3.01 2.16 0.87
C -2.88 3.31 -0.12
H -2.64 2.80 2.88
H -1.74 1.30 2.39
H -1.24 2.91 1.86
H -2.74 1.25 0.33
H -4.05 1.98 1.18
H -1.93 3.26 -0.64
H -3.65 3.23 -0.88
H -2.97 4.29 0.36
```

The lowest unoccupied orbital energy comes out at 0.88 eV. Its HOMO energy is -0.3189 hartree. As for the SMILES: CCc1c[nH]cn1.CCC. The value obtained for the orbital gap is 9.558 eV. The spin multiplicity is 1.

Results of the Löwdin charge analysis, in e, for atoms 1 through 2: C -0.10; C -0.21



Model x:
C8H16N2 | ωB97M-V/def2-TZVPD

Geometry as XYZ:
```
26
C8H16N2 (ωB97M-V/def2-TZVPD)
C 2.72 -1.73 -0.71
N 1.73 -0.68 -0.77
C 1.64 0.40 0.14
C 2.29 0.22 1.56
C 1.22 1.63 -0.20
N 1.22 2.76 -0.67
H 3.55 -1.37 -1.28
H 3.15 -1.82 0.20
H 2.37 -2.63 -1.18
H 1.45 -0.23 -1.60
H 1.88 0.85 2.43
H 2.21 -0.90 1.70
H 3.33 0.40 1.55
H 0.28 3.17 -0.78
C -1.69 -0.43 1.27
C -2.38 0.00 0.22
C -2.67 1.40 -0.23
C -2.83 -1.01 -0.86
H -1.45 -1.52 1.54
H -1.28 0.35 1.86
H -2.43 2.17 0.65
H -3.77 1.39 -0.49
H -1.93 1.49 -1.11
H -2.07 -1.14 -1.52
H -2.87 -1.97 -0.39
H -3.69 -0.79 -1.32
```

The lowest unoccupied orbital energy comes out at 0.80 eV. Its HOMO energy is -0.2588 hartree. As for the SMILES: CNC(C)=C=N.C=C(C)C. The value obtained for the orbital gap is 7.841 eV. The spin multiplicity is 1.

Results of the Löwdin charge analysis, in e, for atoms 1 through 2: C -0.08; N -0.05



Model y:
C8H16N2 | ωB97M-V/def2-TZVPD

Geometry as XYZ:
```
26
C8H16N2 (ωB97M-V/def2-TZVPD)
C 2.96 -0.57 1.01
C 1.54 -1.13 1.17
C 0.52 -0.07 1.40
C 0.28 1.11 0.74
N -0.71 1.73 1.44
C -1.08 0.91 2.46
N -0.38 -0.19 2.44
H 3.60 -1.33 0.54
H 3.40 -0.34 1.97
H 2.95 0.32 0.39
H 1.29 -1.70 0.27
H 1.50 -1.82 2.01
H 0.79 1.55 -0.10
H -1.16 2.61 1.22
H -1.83 1.21 3.17
C -1.60 0.20 -3.95
C -0.78 -0.05 -2.68
C -0.83 -1.49 -2.18
H -2.57 -0.29 -3.86
H -1.16 -0.38 -4.77
H -1.65 1.24 -4.23
H 0.24 0.30 -2.88
H -1.28 0.49 -1.87
H -1.80 -1.83 -1.85
H -0.14 -2.19 -2.66
H -0.34 -1.46 -1.18
```

The lowest unoccupied orbital energy comes out at 0.83 eV. Its HOMO energy is -0.3155 hartree. As for the SMILES: CCc1c[nH]cn1.CCC. The value obtained for the orbital gap is 9.420 eV. The spin multiplicity is 1.

Results of the Löwdin charge analysis, in e, for atoms 1 through 2: C -0.10; C -0.20



Which is most stable? The ranking, best first, is model w, model y, model x.